Run w
DFT (the ωB97M-V functional and the def2-TZVPD basis) results for a 2-piece molecular cluster, C8H12N4 overall.

Last column: natural (NBO) charge in e.
Cartesian coordinates (Å):
C (3.21, 2.47, -2.41)  -0.6572
C (2.57, 1.74, -1.36)  0.0999
C (1.96, 0.43, -1.37)  -0.1282
N (1.22, 0.32, -0.22)  -0.4925
C (1.37, 1.46, 0.44)  0.1390
N (2.14, 2.35, -0.21)  -0.4749
H (4.17, 1.92, -2.72)  0.2191
H (3.47, 3.42, -1.90)  0.2383
H (2.61, 2.80, -3.26)  0.2237
H (1.87, -0.13, -2.25)  0.2045
H (0.70, -0.43, 0.11)  0.4276
H (1.38, 1.56, 1.55)  0.1974
C (-0.87, -1.16, 2.47)  -0.6456
C (-1.93, -1.34, 1.44)  0.0765
C (-2.97, -2.23, 1.37)  -0.1030
N (-3.60, -1.96, 0.17)  -0.5438
C (-2.75, -1.07, -0.55)  0.1696
N (-1.87, -0.58, 0.26)  -0.4715
H (-0.31, -0.30, 2.14)  0.2263
H (-0.24, -2.03, 2.43)  0.2180
H (-1.17, -1.22, 3.53)  0.2283
H (-3.53, -2.89, 2.08)  0.2231
H (-4.45, -2.46, -0.20)  0.4219
H (-3.00, -0.68, -1.53)  0.2035

The value obtained for the HOMO energy is -7.89 eV. The gap between HOMO and LUMO is 8.58 eV. As for the LUMO energy: 0.6910 eV. The molecular weight comes out at 164.21 Da.


Run x
DFT (the ωB97M-V functional and the def2-TZVPD basis) results for a 2-piece molecular cluster, C8H12N4 overall.

Last column: natural (NBO) charge in e.
Cartesian coordinates (Å):
C (-0.50, -2.83, -2.06)  -0.6532
C (-0.75, -1.41, -2.26)  0.0958
C (-1.77, -0.79, -2.96)  -0.1131
N (-1.48, 0.57, -3.04)  -0.5388
C (-0.35, 0.71, -2.25)  0.1863
N (0.11, -0.41, -1.82)  -0.4791
H (0.04, -2.95, -1.09)  0.2301
H (0.38, -3.17, -2.64)  0.2305
H (-1.38, -3.46, -2.12)  0.2274
H (-2.67, -1.30, -3.25)  0.2160
H (-2.19, 1.28, -3.03)  0.4112
H (-0.16, 1.70, -1.85)  0.1936
C (-1.00, -0.26, 2.89)  -0.6303
C (0.18, 0.60, 2.57)  0.0818
C (0.93, 0.31, 1.44)  -0.1114
N (2.09, 0.97, 1.55)  -0.5118
C (2.06, 1.65, 2.73)  0.1321
N (0.89, 1.48, 3.33)  -0.4575
H (-1.16, -0.96, 2.02)  0.2123
H (-1.96, 0.17, 3.08)  0.2169
H (-0.71, -0.99, 3.63)  0.2208
H (0.65, -0.23, 0.55)  0.2367
H (2.87, 1.00, 0.92)  0.4148
H (2.74, 2.51, 2.73)  0.1890

The value obtained for the HOMO energy is -8.20 eV. The gap between HOMO and LUMO is 8.96 eV. As for the LUMO energy: 0.7637 eV. The molecular weight comes out at 164.21 Da.


Of all the structures shown, which is most stable? run x, and run w is the least stable.